The following is a DFT calculation (ωB97M-V/def2-TZVPD) of 7 unconnected molecules or ions with the total composition H14O7.

Geometry as ORCA input:
```
! wB97M-V def2-TZVPD RIJCOSX def2/J DEFGRID3
* xyz 0 1
H -0.91046 -1.69793 -1.36715
H -0.31287 -2.95179 -2.11710
H -3.04346 -0.29158 1.33832
H -2.75900 1.03609 0.56328
H -1.15831 0.47134 -0.97717
H -2.51889 -0.25693 -0.89506
H 0.85845 2.01978 2.29336
H 1.78066 1.40857 1.15181
H 3.63853 0.71059 0.14592
H 2.67894 -0.50333 0.47520
H -0.23903 1.86009 0.58644
H -1.32621 2.79979 -0.03206
H 1.25917 -1.95950 -0.78464
H 2.37916 -2.78931 -0.19817
O -0.36718 -2.50918 -1.23879
O -3.44416 0.33420 0.66881
O -1.74929 -0.18418 -1.48596
O 1.13684 2.12033 1.37289
O 3.02704 0.36608 0.83048
O -1.15026 1.88222 0.19934
O 2.22033 -1.86533 -0.52976
*
```

Summary:
SMILES: O.O.O.O.O.O.O
Frontier orbital gap, hartree: 0.431
Relative energy (zero: lowest compared OMol25 entry of this formula, charge and spin), kcal per mole: 12.2
Calculated total energy, eV: -14560.931

The following is a DFT calculation (ωB97M-V/def2-TZVPD) of a molecular structure, C36H30BrILaN5O8P2S2.

Geometry as ORCA input:
```
! wB97M-V def2-TZVPD RIJCOSX def2/J DEFGRID3
* xyz -2 1
La 0.37160 0.25992 1.65890
C 2.57619 4.31842 3.34496
C 1.40590 3.44816 2.97008
O 1.64262 2.28881 2.62418
C 0.02086 3.95557 3.19295
C -0.27171 5.32608 3.41231
C -1.47628 5.80823 3.80265
C -2.48120 4.89114 4.16634
C -2.28943 3.54936 4.01427
C -1.08078 3.06812 3.38550
O -1.05722 1.83312 3.04628
H 2.33119 5.00918 4.07247
H 2.86150 4.89909 2.48752
H 3.47650 3.71523 3.68322
H 0.30123 6.09603 2.99700
H -1.72341 6.83772 3.75604
H -3.37897 5.17702 4.63287
H -3.03386 2.70663 4.19807
S 1.28620 1.49147 -0.74541
C -0.02860 2.51718 -1.51427
C 0.37646 3.51662 -2.37964
C -0.52234 4.15615 -3.19378
C -0.06844 5.18586 -4.08022
N 0.20087 6.07141 -4.74002
C -1.84761 3.77577 -3.13844
C -2.27981 2.85647 -2.17611
C -1.39146 2.21523 -1.34433
S -1.98630 1.16033 -0.08143
C -2.78646 4.27235 -4.16079
N -3.50597 4.51380 -5.04223
H 1.44300 3.76660 -2.38139
H -3.32226 2.49441 -2.30584
C 5.94278 -1.63666 -0.45637
C 5.52081 -2.58798 0.43246
C 4.21877 -2.53346 0.82398
C 3.22883 -1.59116 0.38473
C 3.67649 -0.61478 -0.51271
C 5.04236 -0.66684 -0.86299
N 1.92269 -1.67451 0.73914
N 0.70140 -3.35360 -0.41749
C 1.32085 -2.96836 -1.69349
C 0.97856 -1.66061 -2.26244
C 1.45115 -1.42500 -3.52597
C 2.40148 -2.24833 -4.10156
C 2.90625 -3.34692 -3.47779
C 2.32559 -3.76500 -2.29407
H 6.92988 -1.57006 -0.83708
H 6.11853 -3.37041 0.75073
H 3.96734 -3.17580 1.67376
H 3.08237 0.05459 -1.08013
H 5.47169 -0.07808 -1.61139
H 0.33800 -0.96667 -1.69558
H 1.13551 -0.52916 -3.88629
H 2.65193 -1.86211 -5.06100
H 3.75143 -3.85895 -3.96904
N 1.58475 -3.05815 0.75748
C 0.86826 -3.57689 2.07490
C 1.09401 -5.07130 2.29614
P 1.61967 -2.68650 3.52698
O 0.95105 -3.68244 4.60974
O 3.08484 -2.92431 3.63193
O 1.04008 -1.28541 3.48462
P -0.97856 -3.18799 2.07931
O -1.74045 -4.20159 1.08529
O -1.45838 -3.43341 3.49749
O -0.98885 -1.86201 1.34974
H 2.45929 -3.61221 0.52977
H 2.66952 -4.60187 -1.77179
H -0.23660 -2.93171 -0.30559
H 2.02777 -5.27000 2.83979
H 1.07340 -5.66166 1.38678
H 0.28834 -5.61302 2.79054
H -0.02898 -3.57568 4.46900
H -2.07745 -4.99272 1.55008
Br -6.92041 -3.29385 -1.91274
C -6.28427 -1.54338 -2.32498
C -6.49441 -1.07940 -3.58892
C -6.01291 0.18640 -3.99069
C -5.27600 0.96034 -3.10541
C -5.10981 0.45172 -1.81228
C -5.62499 -0.71787 -1.34567
I -5.31807 -1.35040 0.62662
H -7.02956 -1.72087 -4.26781
H -6.37505 0.58883 -4.92537
H -5.05205 1.94101 -3.37764
H -4.60089 1.05472 -1.07842
*
```

Summary:
Frontier orbital gap, hartree: 0.224
Relative energy (zero: lowest compared OMol25 entry of this formula, charge and spin), kcal per mole: 25.3
Calculated total energy, eV: -180910.275

The following is a DFT calculation (ωB97M-V/def2-TZVPD) of a molecular structure, C10H22IN5OP.

Geometry as ORCA input:
```
! wB97M-V def2-TZVPD RIJCOSX def2/J DEFGRID3
* xyz 1 1
C -3.16108 0.92971 3.27232
P -2.07413 0.52781 1.86480
O -3.28571 0.38730 0.78753
N -1.80590 -1.24394 2.16615
I -0.34469 -2.02852 0.90666
C -1.60501 -1.63745 3.44902
N -2.27936 -2.69456 3.88933
N -0.70700 -1.02894 4.27885
H -4.16042 0.52748 3.11725
H -3.24300 2.01421 3.26282
H -2.76346 0.60511 4.22632
H -2.96092 -0.03928 -0.01371
H -3.19529 -2.82146 3.47413
H -2.26235 -2.84766 4.89218
H -0.98850 -0.63861 5.16085
H 0.27681 -1.01029 4.06906
C -1.91984 3.06165 -1.64994
C -0.99556 2.91557 -2.85206
C -0.08743 1.68334 -2.75624
C 0.78154 1.74950 -1.58237
N 1.46195 1.83443 -0.66358
H -1.35245 3.19719 -0.72759
H -2.56900 3.92783 -1.76845
H -2.55747 2.18220 -1.53247
H -0.37745 3.80849 -2.95203
H -1.58772 2.83419 -3.76422
H 0.54565 1.60149 -3.64050
H -0.68666 0.77248 -2.69001
C 4.26263 -0.45105 -1.20030
C 4.39531 -1.60215 -2.19037
C 3.03829 -2.17326 -2.62645
C 2.28826 -2.69875 -1.49253
N 1.70745 -3.13337 -0.60430
H 3.78686 -0.77428 -0.27290
H 5.24403 -0.05549 -0.94373
H 3.67002 0.36633 -1.61269
H 4.99597 -2.40080 -1.75283
H 4.91989 -1.26325 -3.08382
H 3.16609 -2.98332 -3.34534
H 2.42966 -1.39986 -3.09886
*
```

Summary:
Frontier orbital gap, hartree: 0.287
Calculated total energy, eV: -37607.996

The following is a DFT calculation (ωB97M-V/def2-TZVPD) of a molecular structure, CHLiNaO2.

Geometry as ORCA input:
```
! wB97M-V def2-TZVPD RIJCOSX def2/J DEFGRID3
* xyz 0 2
O 1.82607 0.66084 1.30050
C 0.45514 -0.24792 -0.29224
O -0.77943 -0.11910 0.05710
Na -2.27319 -0.27192 -1.50723
Li 0.09102 1.26060 1.12032
H 0.68039 -1.28251 -0.67846
*
```

Summary:
<S²>: 0.88
Frontier orbital gap (spin up / spin down), hartree: 0.147 / 0.155
Relative energy (zero: lowest compared OMol25 entry of this formula, charge and spin), kcal per mole: 47.0
Calculated total energy, eV: -9764.884

The following is a DFT calculation (ωB97M-V/def2-TZVPD) of 2 unconnected molecules or ions with the total composition C16H20O.

Geometry as ORCA input:
```
! wB97M-V def2-TZVPD RIJCOSX def2/J DEFGRID3
* xyz 0 1
C 0.84809 -1.02107 -1.16408
C 1.36030 -2.24518 -2.15091
C 0.68244 0.22205 -1.99437
C 1.78504 1.04929 -2.31776
C -0.59835 0.66017 -2.42607
C 1.65940 2.13612 -3.15910
C -0.72887 1.62256 -3.43050
C 0.45500 2.19376 -3.88194
O 0.45738 2.87759 -4.96164
H -0.00684 -1.53047 -0.78203
H 1.46712 -0.93400 -0.30115
H 1.48867 -3.07930 -1.59178
H 2.82931 0.60002 -2.20615
H -1.47441 0.23558 -1.87295
H 2.47838 2.78776 -3.39227
H -1.74046 2.00773 -3.71855
H 1.11633 3.50226 -5.06944
H 2.23119 -1.86579 -2.61054
H 0.62341 -2.24545 -2.99395
C -0.50131 0.62354 2.13389
C 0.94488 1.18075 2.15865
C -0.88430 -0.67358 2.76688
C -2.24821 -0.97015 2.90076
C 0.25229 -1.32575 3.45761
C -2.55553 -1.89638 3.86674
C -0.21783 -2.27989 4.39559
C -1.55117 -2.49407 4.55509
H -0.96478 1.47372 2.70941
H -1.01925 0.65556 1.20380
H 1.56912 0.86621 1.41674
H -3.10549 -0.47950 2.39549
H 1.29508 -1.17584 3.08474
H -3.57834 -1.84229 4.18387
H 0.53829 -3.01362 4.62453
H -1.72494 -3.17711 5.35350
H 1.32237 1.26400 3.22669
H 0.78498 2.23690 1.77022
*
```

Summary:
SMILES: CCc1ccc(O)cc1.CCc1ccccc1
Frontier orbital gap, hartree: 0.320
Relative energy (zero: lowest compared OMol25 entry of this formula, charge and spin), kcal per mole: 72.1
Calculated total energy, eV: -18960.455

The following is a DFT calculation (ωB97M-V/def2-TZVPD) of a molecular structure, C32H29CoI2N3O7P.

Geometry as ORCA input:
```
! wB97M-V def2-TZVPD RIJCOSX def2/J DEFGRID3
* xyz 1 4
Co 0.12296 -0.10782 -0.00682
C 0.60188 0.64509 -3.90231
C -0.84211 0.49508 -3.42068
C -1.26751 1.66771 -2.54733
C -1.08125 -0.85322 -2.73874
C -0.97951 -2.01392 -3.72448
O -0.16942 -2.99064 -3.03332
C 0.30763 -2.43435 -1.92341
N -0.09398 -1.23287 -1.68023
C 1.19226 -3.34921 -1.15434
C 1.55286 -4.52459 -1.82450
C 2.31437 -5.49895 -1.20992
C 2.72971 -5.32240 0.09961
C 2.39208 -4.15935 0.76897
C 1.63239 -3.16061 0.16571
P 1.26681 -1.71267 1.22380
C 2.92389 -1.22909 1.80285
C 3.11010 -0.63697 3.04995
C 4.36759 -0.17636 3.42555
C 5.44169 -0.29012 2.55430
C 5.25907 -0.86192 1.30068
C 4.00755 -1.32832 0.92665
C 0.33762 -2.39391 2.62237
C -1.05442 -2.31710 2.54455
C -1.84007 -2.83057 3.56688
C -1.24023 -3.41472 4.67225
C 0.14502 -3.49655 4.75391
C 0.93569 -2.98815 3.73466
H 0.76118 1.64029 -4.31906
H 0.86682 -0.07948 -4.67518
H 1.30619 0.50858 -3.07729
H -1.49895 0.48145 -4.29638
H -0.65078 1.73426 -1.65000
H -2.30936 1.58044 -2.22872
H -1.14897 2.61235 -3.08246
H -2.06143 -0.83834 -2.25754
H -0.45815 -1.74503 -4.64088
H -1.93420 -2.46639 -3.97197
H 1.22782 -4.67197 -2.84297
H 2.57603 -6.39781 -1.75281
H 3.31308 -6.08542 0.60025
H 2.73047 -4.01957 1.78826
H 2.27733 -0.52896 3.73134
H 4.50321 0.26845 4.40430
H 6.42224 0.06134 2.85193
H 6.09364 -0.95005 0.61520
H 3.87593 -1.77500 -0.05294
H -1.53443 -1.82686 1.70734
H -2.91764 -2.75230 3.50057
H -1.85127 -3.80021 5.47961
H 0.61294 -3.95359 5.61726
H 2.01317 -3.06830 3.80940
I 0.93775 2.36732 2.90223
C 2.49198 2.60370 1.49369
I 2.03303 1.82966 -0.44118
H 3.37721 2.08369 1.83770
H 2.65185 3.66151 1.33462
O -3.41259 -0.01262 1.77624
C -2.58173 0.75391 1.34504
O -1.49775 0.37587 0.71590
C -2.74669 2.23798 1.55262
C -3.84169 2.68675 2.27978
C -4.01063 4.04381 2.46320
C -3.14234 4.98352 1.94884
C -2.06359 4.50462 1.24054
C -1.84729 3.15642 1.03785
N -1.10118 5.47410 0.67613
O -0.00269 5.05431 0.35140
O -1.46657 6.62323 0.56851
N -5.17812 4.52662 3.24441
O -5.29050 5.72699 3.38694
O -5.93641 3.68977 3.68660
H -4.54769 1.98097 2.69452
H -3.30818 6.04077 2.09852
H -0.98275 2.83926 0.48095
*
```

Summary:
<S²>: 3.76
Frontier orbital gap (spin up / spin down), hartree: 0.314 / 0.305
Calculated total energy, eV: -115565.395